# 1
Below is C36H38BaCl2N7O4P2 as an isolated structure, with properties calculated with wB97M-V/def2-TZVPD.

The spin multiplicity is 1. For the frontier orbital gap, the calculation gives 4.44 eV. For the LUMO energy, the calculation gives 1.40 eV. The calculation puts the largest force on an atom at 0.0179 hartree/bohr. The energy relative to the best compared isomer or geometry (same formula, charge and spin) is 92.7 kcal/mol. Its highest occupied orbital energy is -0.1117 hartree. The charge is -1.

XYZ file:
```
90
Properties=species:S:1:pos:R:3:forces:R:3
N -4.075 -0.859 1.911 -0.0256 -0.1390 0.1135
H -3.241 2.385 -2.504 -0.0275 -0.0034 -0.0059
C 3.993 -1.355 -1.788 -0.0682 0.0633 -0.0718
H 1.137 -2.831 -4.290 0.0144 0.0221 0.0469
C -5.121 -0.872 1.070 0.0863 0.0788 0.0272
C -2.309 4.610 -0.872 -0.0101 -0.0254 -0.0305
N 2.252 1.735 0.362 -0.1103 0.1946 0.1648
H -1.009 3.965 1.348 0.0058 -0.0042 0.0073
C -0.410 -2.175 3.903 0.0768 -0.1013 0.0874
C 1.986 -2.070 4.177 0.0227 -0.0101 -0.0707
H 0.062 5.064 0.463 0.0014 0.0081 -0.0082
C 3.640 3.569 1.089 0.0494 0.0412 0.1019
C -4.810 -2.977 2.741 0.0081 0.1107 0.0173
N -1.580 -1.807 3.224 -0.2962 0.1600 0.3500
C 2.863 1.318 -2.119 -0.0321 -0.1626 -0.0857
O -1.889 -3.248 -0.464 0.0052 -0.0722 -0.0400
C -0.383 -2.306 -5.702 -0.0374 0.0367 -0.0149
C -2.788 -1.978 3.757 0.2730 -0.1028 0.1694
N 0.847 -0.811 -2.629 -0.0242 0.1303 0.1953
H 0.496 3.366 0.678 0.1478 -0.0840 0.0523
H 0.050 5.065 -2.070 0.0099 0.0068 0.0011
H -6.540 -3.831 1.815 -0.0025 -0.0013 -0.0052
C 0.541 0.169 -1.808 0.1613 -0.1993 -0.1962
H 3.368 -1.612 -2.643 0.0104 0.0169 -0.0066
H -3.000 4.395 -0.056 -0.0134 0.0195 0.0018
H -5.216 -0.009 0.421 0.0255 -0.0105 -0.0205
H 0.759 3.453 -1.946 0.0103 0.0146 0.0009
H 3.111 -3.191 -0.265 0.0063 0.0216 0.0097
H -1.995 5.652 -0.771 0.0142 0.0036 0.0017
P 2.006 0.462 -0.678 0.2771 -0.0312 -0.0296
C -6.028 -1.906 0.995 -0.0474 -0.0352 0.0246
H -3.958 2.347 -0.864 0.0093 0.0134 0.0057
H -2.843 4.509 -1.817 -0.0137 0.0056 -0.0012
C 3.630 3.100 2.463 -0.0020 -0.0106 0.0205
H 3.874 1.639 -1.869 -0.0008 -0.0342 -0.0158
Cl 0.684 -5.185 6.337 0.0080 0.0176 -0.0120
C -3.922 -1.896 2.742 -0.4524 -0.2022 0.1808
H 4.233 3.579 3.220 0.0087 0.0096 -0.0068
C -0.966 -0.156 -4.028 0.0085 -0.0887 -0.1017
C -0.330 4.043 0.497 -0.0357 0.0246 -0.0012
N -2.497 -2.818 -1.463 -0.1763 -0.2701 -0.4469
N 0.946 -0.269 3.055 -0.8571 0.3416 -0.0115
P -1.586 1.906 -0.727 0.0804 0.3388 -0.0101
Ba -1.524 -0.974 0.827 0.6383 0.2743 0.1006
H -1.978 -1.532 -6.952 0.0214 -0.0364 -0.0144
C -5.858 -2.991 1.849 -0.0306 0.0289 -0.0407
H 3.622 -0.603 1.557 -0.0626 0.0241 0.0456
H 4.632 -2.212 -1.561 -0.0004 -0.0009 -0.0075
H 1.578 -2.554 -0.854 -0.0085 0.0006 -0.0006
H -6.839 -1.870 0.282 0.0045 0.0165 -0.0069
C -0.182 3.997 -2.019 0.0108 -0.0388 0.0365
H 2.611 1.751 3.773 -0.0236 -0.0188 0.0145
C -1.408 -1.387 -6.044 0.0330 -0.0274 0.0234
C 1.245 0.308 1.941 0.3980 -0.0532 0.1098
C 2.747 2.112 2.761 0.0210 0.0100 -0.1147
H 2.290 2.192 -2.437 0.0390 -0.0416 0.0128
H -1.338 -3.746 5.005 0.0125 -0.0106 0.0194
H 2.901 0.638 -2.965 0.0071 -0.0355 -0.0284
H 4.141 4.496 0.839 -0.0124 0.0046 -0.0351
H 4.647 -0.528 -2.058 0.0211 0.0466 -0.0317
C 0.073 -1.045 -3.711 -0.0693 -0.0171 -0.1226
C -1.697 -0.333 -5.229 0.0361 -0.0119 0.0456
C 2.410 -2.355 -0.177 -0.0237 0.0348 0.0117
O -2.726 -1.580 -1.462 -0.0827 0.0430 -0.1343
H -2.496 0.360 -5.459 0.0044 0.0340 0.0441
O 0.949 -0.195 0.677 0.2223 -0.1233 -0.1158
C -0.397 -3.276 4.763 -0.0904 -0.0440 -0.1144
H 4.865 -1.503 0.688 -0.0093 -0.0137 -0.0125
C 0.767 -3.792 5.294 0.1741 0.0405 -0.0210
H -0.178 -3.146 -6.353 -0.0271 0.0061 -0.0285
Cl 3.487 -3.798 5.601 0.0079 -0.0040 0.0044
O -3.123 -2.281 4.909 -0.0177 -0.0090 -0.0824
C -1.063 3.721 -0.805 -0.1233 -0.0031 -0.0248
H -3.507 0.840 -1.691 -0.0242 0.0044 -0.0080
C 3.152 -1.060 -0.542 -0.1092 -0.0298 0.0507
N -1.310 0.820 -3.161 0.0380 0.0710 0.2033
C 2.978 2.941 0.113 -0.0182 0.1473 -0.0842
C 0.816 -1.511 3.633 0.2432 -0.0046 -0.0936
C -0.649 0.962 -2.033 -0.1112 -0.1473 -0.2185
H 2.922 -1.563 3.985 0.0127 0.0033 0.0080
C -3.235 1.886 -1.537 0.0864 -0.0928 0.0264
H 4.657 0.232 0.401 0.0103 -0.0009 -0.0055
H -0.675 3.704 -2.949 -0.0026 0.0092 -0.0096
C 4.125 -0.703 0.597 -0.0080 0.0691 -0.0318
H 2.917 3.373 -0.875 -0.0345 -0.0594 0.1121
H 2.043 -2.344 0.845 -0.0524 0.0207 0.0396
C 1.979 -3.192 4.978 -0.1406 -0.0720 0.0350
C 1.951 1.496 1.778 -0.0288 -0.1313 0.0083
H -4.648 -3.779 3.446 0.0137 0.0034 0.0256
C 0.348 -2.143 -4.563 -0.0321 0.0433 0.0226
```
Forces are in eV/Å.

# 2
Below is one molecule with the formula C19H27N5O4S, with properties calculated with wB97M-V/def2-TZVPD.

Its SMILES is CCc1cnn2ccc(C(=O)N(C)[C@H](C)CNC(=O)[C@]3(C)CCCS3(=O)=O)nc12. The spin multiplicity is 1. For the frontier orbital gap, the calculation gives 8.44 eV. For the LUMO energy, the calculation gives 0.12 eV. The calculation puts the largest force on an atom at 0.0063 hartree/bohr. The energy relative to the best compared isomer or geometry (same formula, charge and spin) is 58.3 kcal/mol. Its highest occupied orbital energy is -0.3057 hartree.

XYZ file:
```
56
Properties=species:S:1:pos:R:3:forces:R:3
H 1.145 3.801 -0.385 -0.0004 0.0035 0.0015
O -1.048 5.346 -0.002 0.0012 -0.0065 0.0062
H -1.894 6.749 3.830 -0.0007 -0.0036 0.0005
H -2.892 8.724 2.748 0.0015 -0.0001 -0.0017
C -2.727 7.206 1.193 0.0069 -0.0054 -0.0020
H -0.525 0.907 2.295 -0.0008 -0.0005 -0.0008
N 0.692 1.804 0.034 0.0034 -0.0077 -0.0006
C 3.235 0.331 -0.312 -0.0421 -0.2102 0.1127
H -1.003 3.170 -1.318 -0.0010 0.0005 -0.0002
O -2.132 4.252 3.024 0.0094 -0.0067 -0.0037
C 4.420 -0.194 -0.703 -0.0004 -0.0079 -0.0014
C 3.716 -1.699 -3.798 0.0046 -0.0022 0.0057
C -1.223 1.182 1.504 -0.0023 0.0017 0.0008
H 2.303 -1.265 -5.322 0.0001 -0.0010 -0.0014
O -0.277 0.117 -1.135 -0.0010 -0.1632 0.2383
N 2.138 -0.476 -2.290 -0.0001 0.0083 0.0144
C -0.601 2.226 0.589 0.0123 -0.0025 -0.0060
H -3.046 7.789 0.329 -0.0014 0.0033 0.0026
O -4.582 4.695 3.067 -0.0041 -0.0075 -0.0002
C -3.306 7.747 2.503 -0.0077 0.0017 0.0058
H -0.373 3.104 1.195 -0.0012 0.0010 0.0007
H -4.502 5.919 -0.646 -0.0026 0.0010 0.0013
C 0.726 0.692 -0.758 -0.0333 0.1437 -0.2885
N -2.530 3.645 -0.006 -0.0117 -0.0068 -0.0109
H -2.106 1.607 1.983 0.0013 -0.0003 0.0011
H 2.418 2.665 -0.834 -0.0062 0.0029 0.0035
H 1.186 -2.838 -3.733 -0.0003 -0.0003 0.0002
H -3.401 3.301 0.360 0.0056 0.0001 0.0067
C -2.144 4.903 0.295 0.0104 0.0113 -0.0037
H -5.257 6.356 0.898 -0.0028 0.0015 0.0000
H -4.391 7.857 2.437 0.0015 0.0040 0.0005
H -3.565 6.751 4.469 -0.0011 0.0000 -0.0009
S -3.241 5.140 2.778 -0.0058 0.0039 0.0073
C 5.078 -1.929 -3.582 0.0101 0.0093 0.0001
H -1.505 0.288 0.952 -0.0014 -0.0005 0.0026
H 3.477 -2.496 -5.745 -0.0005 -0.0006 -0.0001
C -3.184 5.753 1.038 -0.0069 0.0035 -0.0149
C -1.564 2.688 -0.518 0.0063 -0.0021 0.0120
H 5.347 -0.142 -0.152 -0.0003 -0.0001 -0.0002
C 2.844 -2.131 -4.933 -0.0027 -0.0025 0.0002
C -2.952 6.720 3.571 0.0044 0.0059 -0.0048
H -2.096 1.839 -0.940 -0.0001 0.0005 -0.0043
H 3.154 0.837 0.637 0.0009 -0.0003 -0.0026
H 2.353 -4.096 -4.152 0.0004 0.0000 -0.0001
C -4.574 5.661 0.411 0.0080 -0.0040 0.0023
H -1.637 7.229 1.221 -0.0025 0.0002 -0.0002
C 2.092 0.155 -1.151 0.0747 0.2179 -0.0779
H -5.015 4.671 0.503 -0.0024 0.0017 0.0025
C 1.839 -3.209 -4.523 -0.0009 0.0015 -0.0026
N 4.464 -0.849 -1.888 0.0078 0.0029 -0.0064
H 1.216 -3.504 -5.369 0.0001 0.0000 0.0006
C 3.325 -0.989 -2.672 -0.0049 0.0094 0.0026
N 5.540 -1.420 -2.437 -0.0100 -0.0048 0.0044
H 5.764 -2.455 -4.229 -0.0027 -0.0008 -0.0019
H 2.160 3.080 0.872 -0.0008 0.0034 -0.0007
C 1.665 2.889 -0.083 -0.0078 0.0035 0.0016
```
Forces are in eV/Å.